--- P ---
Formula: C3H3BrO2
Source: the OMol25 dataset
Level of theory: the ωB97M-V functional and the def2-TZVPD basis

Results
Kohn-Sham gap ... 9.84 eV

Positions of all 9 atoms, in Å:
1 C -2.13208 -1.20501 -0.57241
2 C 0.94720 0.47733 -0.97722
3 C -0.15420 1.23652 -1.48455
4 O -2.90064 -1.78509 -1.18095
5 O 0.69394 1.90182 -0.81561
6 Br -2.64225 0.65156 0.24573
7 H -1.10441 -1.35570 -0.43915
8 H 0.73925 -0.13371 -0.08694
9 H 1.84359 0.24228 -1.59857

Results of the Mulliken charge analysis, in e, for atoms 1 through 5: C 0.15; C -0.09; C -0.28; O -0.27; O -0.13



--- Q ---
Formula: C3H3BrO2
Source: the OMol25 dataset
Level of theory: the ωB97M-V functional and the def2-TZVPD basis

Results
Kohn-Sham gap ... 7.26 eV

Positions of all 9 atoms, in Å:
1 C 1.34396 0.01248 0.34468
2 C -1.04520 1.29435 0.69511
3 C 0.61918 -0.86361 -0.42807
4 O 2.06875 0.67136 0.93470
5 O -1.63774 2.03136 1.35398
6 Br -2.36777 0.18859 -0.91292
7 H 0.38591 -1.78813 0.10367
8 H 1.07688 -1.08569 -1.39016
9 H -0.44398 -0.46072 -0.70100

Results of the Mulliken charge analysis, in e, for atoms 1 through 5: C 0.77; C -0.01; C -0.30; O -0.15; O -0.22



Tell me which of them is the least stable. Sure, it is P.



--- P ---
Formula: C5H4O3
Source: the OMol25 dataset
Level of theory: the ωB97M-V functional and the def2-TZVPD basis

Results
Kohn-Sham gap ... 9.89 eV
SMILES string ... c1occ2c1OCO2

Positions of all 12 atoms, in Å:
1 C 1.37988 -1.13607 0.01595
2 O 2.24840 -0.04280 0.06879
3 C 1.50314 1.16711 -0.05947
4 C 0.20162 0.75893 -0.13952
5 C 0.19770 -0.74742 -0.18541
6 O -1.11847 -1.21189 -0.08614
7 C -1.95917 0.02172 0.05840
8 O -1.20760 1.15798 -0.06879
9 H 1.91367 -2.13897 -0.13021
10 H 1.89346 2.20571 -0.06495
11 H -2.77567 -0.03678 -0.60132
12 H -2.27697 0.00248 1.19266

Results of the Mulliken charge analysis, in e, for atoms 1 through 5: C -0.42; O -0.32; C -0.58; C 0.50; C 0.54



--- Q ---
Formula: C5H4O3
Source: the OMol25 dataset
Level of theory: the ωB97M-V functional and the def2-TZVPD basis

Results
Kohn-Sham gap ... 7.99 eV
SMILES string ... O=C1OC=C/C1=C\O

Positions of all 12 atoms, in Å:
1 O -1.56058 -1.61145 1.12419
2 C -1.13457 -0.64011 0.41366
3 O -2.15844 -0.30653 -0.62562
4 C -1.28532 0.00109 -1.68869
5 C -0.01115 0.29024 -1.26106
6 C 0.05499 0.04563 0.14650
7 C 1.07148 0.00483 1.09542
8 O 2.20171 0.80903 1.10763
9 H -1.71278 0.32172 -2.60571
10 H 1.06796 0.64876 -1.69683
11 H 0.78865 -0.48114 2.00061
12 H 2.67805 0.91793 1.98992

Results of the Mulliken charge analysis, in e, for atoms 1 through 5: O -0.59; C 0.44; O -0.29; C -0.44; C -0.25



--- R ---
Formula: C5H4O3
Source: the OMol25 dataset
Level of theory: the ωB97M-V functional and the def2-TZVPD basis

Results
Kohn-Sham gap ... 9.80 eV
SMILES string ... C#CCOC(=O)C=O

Positions of all 12 atoms, in Å:
1 C 3.26680 -0.46813 -0.11313
2 C 2.12221 -0.06139 -0.18789
3 C 0.88622 0.45038 -0.02968
4 O -0.38754 -0.27984 -0.14233
5 C -1.52502 0.28369 0.13411
6 O -1.99409 1.35687 -0.07284
7 C -2.57102 -0.91664 0.13367
8 O -3.69023 -0.39870 -0.26120
9 H 4.39246 -0.52114 0.18195
10 H 0.95066 1.41571 -0.55894
11 H 0.86707 1.04464 0.81229
12 H -2.31753 -1.90545 0.10399

Results of the Mulliken charge analysis, in e, for atoms 1 through 5: C -0.04; C -0.34; C -0.40; O -0.27; C 0.62



Tell me which of them is the least stable. Sure, it is R.



--- P ---
Formula: C5H4O3
Source: the OMol25 dataset
Level of theory: the ωB97M-V functional and the def2-TZVPD basis

Results
Kohn-Sham gap ... 10.47 eV
SMILES string ... O=C1[C@H]2O[C@@H]1[C@H]1O[C@H]12

Positions of all 12 atoms, in Å:
1 O -2.48172 -0.81554 -0.28692
2 C -1.31702 -0.35748 -0.13366
3 C -0.27105 0.68654 -0.95746
4 O -0.56348 1.49766 0.20628
5 C -0.48140 0.10878 1.02715
6 C 0.82521 -0.27831 0.78644
7 O 0.71457 -1.28806 -0.27391
8 C 1.13193 0.02038 -0.66450
9 H -0.31516 1.02128 -1.92456
10 H -0.86240 -0.01347 2.09151
11 H 1.58179 -0.51896 1.43892
12 H 2.03873 -0.06282 -1.30929

Results of the Mulliken charge analysis, in e, for atoms 1 through 5: O -0.59; C 0.23; C -0.27; O -0.44; C -0.03



--- Q ---
Formula: C5H4O3
Source: the OMol25 dataset
Level of theory: the ωB97M-V functional and the def2-TZVPD basis

Results
Kohn-Sham gap ... 9.84 eV
SMILES string ... O=c1ccoc(O)c1

Positions of all 12 atoms, in Å:
1 O -2.35477 -1.09091 -0.10388
2 C -1.31948 -0.43263 -0.02263
3 C -1.17797 1.01137 0.01331
4 C -0.00215 1.64283 -0.00381
5 O 1.19918 0.89859 -0.05888
6 C 1.09603 -0.42054 0.00753
7 O 2.31976 -0.88407 -0.11983
8 C -0.07593 -1.06795 0.06543
9 H -2.10887 1.60526 -0.11012
10 H 0.21121 2.71313 -0.01252
11 H 2.25879 -1.80565 0.21322
12 H -0.04581 -2.16941 0.13218

Results of the Mulliken charge analysis, in e, for atoms 1 through 5: O -0.66; C 0.25; C -0.32; C -0.28; O -0.34



Tell me which of them is the least stable. Sure, it is P.



--- P ---
Formula: C2H41O19
Source: the OMol25 dataset
Level of theory: the ωB97M-V functional and the def2-TZVPD basis

Results
Charge ... -1
Kohn-Sham gap ... 7.20 eV

Positions of all 62 atoms, in Å:
1 C 0.11195 -0.78165 0.47753
2 C 0.16395 0.27044 -0.49113
3 O 0.30609 1.54947 0.04613
4 H -0.17737 -1.75168 0.07325
5 H -0.65442 -0.59780 1.23051
6 H 0.98394 -0.93526 1.11323
7 H -0.76051 0.34974 -1.06313
8 H 0.91912 0.09053 -1.25627
9 O -2.71146 -1.46841 3.29989
10 H -2.53401 -1.97490 2.50730
11 H -1.86147 -1.10450 3.54748
12 O -2.28230 2.71181 0.01033
13 H -1.48783 2.19783 -0.13414
14 H -1.99998 3.62158 -0.08368
15 O 2.00657 0.69445 -3.82953
16 H 1.14576 0.27752 -3.86709
17 H 2.08266 1.16319 -4.66064
18 O 3.27686 1.36521 0.86939
19 H 3.17893 0.99819 1.74798
20 H 2.38007 1.51991 0.57259
21 O -1.17128 2.59767 -2.84569
22 H -0.71227 3.43339 -2.93004
23 H -0.74638 2.16411 -2.10560
24 O 1.82394 -2.72494 2.67006
25 H 2.14477 -3.47662 3.16834
26 H 2.40474 -2.00611 2.91943
27 O -3.35675 1.07798 -1.92942
28 H -3.30476 1.57180 -1.11108
29 H -2.98697 1.66568 -2.58828
30 O -1.10490 -3.08618 -2.45638
31 H -1.06079 -3.59182 -1.64483
32 H -0.19410 -2.86584 -2.65166
33 O -3.48330 -1.28621 -0.49533
34 H -3.12973 -0.50603 -0.92259
35 H -4.40467 -1.07817 -0.34028
36 O 1.72118 -2.29108 -2.47866
37 H 2.07465 -2.18269 -1.59574
38 H 1.84567 -1.43746 -2.89347
39 O 1.09682 4.41641 0.75172
40 H 0.79630 3.50777 0.73499
41 H 0.48565 4.86054 1.33948
42 O 0.03730 1.57768 2.77677
43 H 0.75811 1.15855 3.24685
44 H 0.16257 1.31764 1.86413
45 O -0.16760 -1.28784 4.17139
46 H 0.31089 -1.88105 3.59227
47 H 0.51160 -0.86844 4.69961
48 O 2.36694 3.36901 -2.09075
49 H 1.88530 3.45055 -1.26758
50 H 2.24519 2.45584 -2.35060
51 O -2.47130 -3.17541 1.22229
52 H -1.72583 -3.64090 0.84304
53 H -2.80716 -2.63635 0.50615
54 O 1.81942 -3.81551 0.24307
55 H 2.70924 -3.47260 0.16024
56 H 1.47697 -3.40501 1.03707
57 O -3.33371 0.88208 1.81942
58 H -3.02266 -0.00782 1.98547
59 H -2.63780 1.28685 1.30164
60 O 4.06341 0.48784 -2.19964
61 H 3.63203 0.83370 -1.41828
62 H 3.36271 0.41332 -2.84749

Results of the Mulliken charge analysis, in e, for atoms 1 through 5: C 0.18; C 1.10; O -0.25; H -0.03; H -0.31



--- Q ---
Formula: C2H41O19
Source: the OMol25 dataset
Level of theory: the ωB97M-V functional and the def2-TZVPD basis

Results
Charge ... -1
Kohn-Sham gap ... 7.99 eV

Positions of all 62 atoms, in Å:
1 C -0.18858 -0.67205 -0.32978
2 C -0.03728 0.45198 0.68184
3 O -1.21604 1.12979 0.89284
4 H -0.72680 -0.20539 -1.13455
5 H -0.80734 -1.45746 0.06971
6 H 0.76935 -1.09047 -0.59762
7 H 0.49965 1.25763 0.19744
8 H 0.39135 0.06245 1.63603
9 O -3.71297 0.56270 0.22340
10 H -2.84878 0.70155 0.50557
11 H -3.64391 -0.03558 -0.50220
12 O -1.92221 2.85955 -0.75542
13 H -2.41062 3.33171 -0.08911
14 H -1.55065 2.24577 -0.14525
15 O 0.54392 0.48700 -3.98512
16 H -0.25662 1.01236 -3.81885
17 H 1.05536 0.67803 -3.18299
18 O 3.59232 -1.50321 -1.61805
19 H 3.76371 -0.95310 -2.41211
20 H 3.18825 -0.92312 -0.95745
21 O -1.80384 1.57654 -3.20636
22 H -1.71937 2.04697 -2.35053
23 H -2.24734 0.77532 -2.94160
24 O -3.44510 -0.81406 -2.05861
25 H -2.78258 -1.45968 -2.42467
26 H -4.01864 -1.37110 -1.55015
27 O -2.94020 1.49595 2.82134
28 H -2.32535 1.64953 3.56222
29 H -2.26943 1.34678 2.12788
30 O -1.38139 -3.83154 1.60647
31 H -1.90980 -3.91898 0.78730
32 H -0.44972 -3.68381 1.46366
33 O 2.15149 1.34973 3.37930
34 H 2.04287 2.13312 2.88933
35 H 3.01973 1.09747 3.08960
36 O -0.33839 -4.48437 -1.59275
37 H -0.59209 -5.35269 -1.91097
38 H -0.83329 -4.31099 -0.80930
39 O 0.18327 3.29293 1.75972
40 H 0.46652 3.36022 0.88634
41 H -0.37004 2.54982 1.56049
42 O 2.33410 -1.93420 1.63918
43 H 1.83302 -1.42118 2.25097
44 H 2.30621 -2.85224 1.93540
45 O 0.68649 -0.76585 4.13717
46 H -0.06542 -0.56118 3.62467
47 H 1.32453 -0.06293 4.07882
48 O 1.99802 1.65949 -1.75630
49 H 2.02517 1.10648 -0.96864
50 H 2.64534 2.36701 -1.66749
51 O 3.22657 0.25687 0.34293
52 H 2.96964 1.08544 0.69445
53 H 2.72706 -0.44169 0.78600
54 O 1.67869 -2.21064 -3.34706
55 H 2.07505 -2.14628 -4.22369
56 H 2.40973 -2.10872 -2.76443
57 O 0.71127 3.83361 -0.95646
58 H 1.02228 2.97100 -1.26941
59 H -0.12372 3.93744 -1.33736
60 O -1.73620 -1.29156 2.69589
61 H -1.62415 -2.17596 2.25208
62 H -1.34311 -0.63220 2.08623

Results of the Mulliken charge analysis, in e, for atoms 1 through 5: C -0.11; C 1.68; O 0.05; H -0.34; H 0.15



Tell me which of them is the least stable. Sure, it is Q.



--- P ---
Formula: C2H4N2
Source: the OMol25 dataset
Level of theory: the ωB97M-V functional and the def2-TZVPD basis

Results
Kohn-Sham gap (spin up / spin down) ... 7.93 / 9.86 eV

Positions of all 8 atoms, in Å:
1 C -1.17020 -0.77242 0.10537
2 C -1.08197 0.54904 0.13255
3 N -0.36474 -0.17129 -0.83947
4 N 1.72574 -0.11485 0.03449
5 H -1.27512 -1.82956 0.39027
6 H -1.53884 1.44395 0.57113
7 H 1.41608 0.67075 0.44380
8 H 2.28905 0.22437 -0.83814

Results of the Mulliken charge analysis, in e, for atoms 1 through 5: C 0.25; C -0.31; N -0.42; N -0.55; H 0.34



--- Q ---
Formula: C2H4N2
Source: the OMol25 dataset
Level of theory: the ωB97M-V functional and the def2-TZVPD basis

Results
Kohn-Sham gap ... 10.84 eV
SMILES string ... C=NN=C

Positions of all 8 atoms, in Å:
1 C -1.51336 -0.01147 0.13696
2 N -0.60604 -0.68585 -0.44978
3 N 0.58850 -0.78336 0.28735
4 C 1.49362 0.04540 -0.13020
5 H -2.43765 0.17520 -0.39984
6 H -1.35614 0.54416 1.06505
7 H 1.44540 0.72076 -1.07448
8 H 2.38567 -0.00483 0.56493

Results of the Mulliken charge analysis, in e, for atoms 1 through 5: C -0.26; N -0.29; N -0.29; C -0.23; H 0.25



--- R ---
Formula: C2H4N2
Source: the OMol25 dataset
Level of theory: the ωB97M-V functional and the def2-TZVPD basis

Results
Kohn-Sham gap ... 9.99 eV
SMILES string ... C#CNN

Positions of all 8 atoms, in Å:
1 C -1.06943 1.61295 0.28335
2 C -0.27077 0.76642 0.00856
3 N 0.79145 -0.03118 -0.18149
4 N 0.53811 -1.42489 -0.16267
5 H -1.58818 2.45428 0.59691
6 H 1.10502 0.12787 -1.09637
7 H -0.42545 -1.72694 -0.13975
8 H 0.91924 -1.77851 0.69145

Results of the Mulliken charge analysis, in e, for atoms 1 through 5: C -0.45; C -0.02; N -0.18; N -0.55; H 0.43



--- S ---
Formula: C2H4N2
Source: the OMol25 dataset
Level of theory: the ωB97M-V functional and the def2-TZVPD basis

Results
Kohn-Sham gap ... 10.30 eV

Positions of all 8 atoms, in Å:
1 C 0.11443 -0.62238 -0.50011
2 C -0.28129 -0.05447 0.86944
3 N 0.13139 1.21155 0.51481
4 N 1.02337 0.15243 0.31855
5 H 0.30139 -1.76558 -0.70922
6 H -0.18584 -0.09075 -1.43802
7 H -0.65533 -0.60783 1.72650
8 H -0.44812 1.77702 -0.78194

Results of the Mulliken charge analysis, in e, for atoms 1 through 5: C -0.38; C 0.27; N -0.44; N -0.25; H 0.20



Tell me which of them is the least stable. Sure, it is P.



--- P ---
Formula: C2H4N2
Source: the OMol25 dataset
Level of theory: the ωB97M-V functional and the def2-TZVPD basis

Results
Kohn-Sham gap ... 10.03 eV
SMILES string ... [H]/N=C/C=N/[H]

Positions of all 8 atoms, in Å:
1 H -2.32177 0.89277 0.06645
2 N -1.33052 0.77935 -0.05141
3 C -0.75277 -0.32074 -0.10154
4 C 0.74608 -0.30504 -0.09167
5 N 1.34113 0.77626 -0.05134
6 H 2.32744 0.91549 0.00131
7 H -1.30735 -1.40094 0.01648
8 H 1.29775 -1.33715 0.21171

Results of the Mulliken charge analysis, in e, for atoms 1 through 5: H 0.24; N -0.45; C -0.02; C -0.01; N -0.45



--- Q ---
Formula: C2H4N2
Source: the OMol25 dataset
Level of theory: the ωB97M-V functional and the def2-TZVPD basis

Results
Kohn-Sham gap ... 10.27 eV
SMILES string ... CNC#N

Positions of all 8 atoms, in Å:
1 C 0.82723 0.30312 -0.36331
2 N -0.22362 -0.14637 0.66879
3 C -1.41740 -0.26842 0.19314
4 N -2.51214 -0.39295 -0.17248
5 H 0.40153 1.34707 -0.73243
6 H 1.90157 0.46870 0.17699
7 H 0.90197 -0.50274 -1.20624
8 H 0.12086 -0.80841 1.43554

Results of the Mulliken charge analysis, in e, for atoms 1 through 5: C -0.67; N -0.34; C 0.38; N -0.45; H 0.26



--- R ---
Formula: C2H4N2
Source: the OMol25 dataset
Level of theory: the ωB97M-V functional and the def2-TZVPD basis

Results
Kohn-Sham gap ... 10.22 eV
SMILES string ... C#CNN

Positions of all 8 atoms, in Å:
1 C 2.27826 -0.11678 -0.07063
2 C 1.12983 0.14670 0.20344
3 N -0.57945 0.71081 0.02149
4 N -1.47102 -0.32593 -0.14719
5 H 3.12867 -0.49519 -0.35379
6 H -0.77440 1.23052 0.90982
7 H -1.86252 -0.84620 0.57694
8 H -1.84936 -0.30395 -1.14008

Results of the Mulliken charge analysis, in e, for atoms 1 through 5: C -0.34; C -0.25; N -0.26; N -0.29; H 0.45



--- S ---
Formula: C2H4N2
Source: the OMol25 dataset
Level of theory: the ωB97M-V functional and the def2-TZVPD basis

Results
Kohn-Sham gap ... 10.09 eV
SMILES string ... CN=C=N

Positions of all 8 atoms, in Å:
1 C 1.38727 0.12988 -0.05043
2 N -0.02797 -0.23828 -0.18431
3 C -1.19414 -0.09863 0.13262
4 N -2.39370 0.09673 0.07432
5 H 1.57109 1.12462 0.02325
6 H 1.75974 -0.35846 0.73454
7 H 1.99608 -0.08089 -0.88445
8 H -3.09836 -0.57497 0.15447

Results of the Mulliken charge analysis, in e, for atoms 1 through 5: C -0.76; N -0.32; C 0.40; N -0.52; H 0.35



Tell me which of them is the least stable. Sure, it is R.